Record 1
The following is a DFT calculation (the ωB97M-V functional and the def2-TZVPD basis) of a molecular structure, C22H21N2NaO5PS.

XYZ file:
```
53
Properties=species:S:1:pos:R:3:lowdin_charge:R:1
Na 0.434 -0.174 0.051 0.131
C -0.633 -3.828 2.655 -0.032
C -0.163 -2.914 1.693 -0.078
N -0.161 -1.616 1.904 0.125
C -0.627 -1.136 3.069 -0.139
C -1.107 -1.966 4.091 -0.154
C -1.099 -3.352 3.850 -0.023
C -1.581 -1.393 5.319 -0.033
C -1.575 -0.058 5.506 -0.038
C -1.100 0.826 4.479 -0.153
C -1.090 2.223 4.635 -0.022
C -0.636 3.012 3.614 -0.045
C -0.191 2.394 2.434 -0.104
N -0.183 1.091 2.259 0.133
C -0.629 0.305 3.263 -0.132
H -0.618 -4.887 2.439 0.104
H 0.232 -3.229 0.732 0.100
H -1.467 -4.024 4.618 0.111
H -1.947 -2.057 6.094 0.109
H -1.934 0.374 6.433 0.108
H -1.447 2.655 5.563 0.113
H -0.617 4.090 3.694 0.104
H 0.163 2.998 1.604 0.091
O 1.678 -2.371 -0.617 -0.032
C 1.689 -1.556 -1.563 -0.704
O 2.110 -0.363 -1.493 -0.088
C 1.074 -1.978 -2.879 -0.180
C 1.877 -2.522 -3.872 -0.057
C 1.353 -2.904 -5.099 -0.132
C -0.007 -2.731 -5.326 -0.133
C -0.815 -2.187 -4.339 -0.152
C -0.309 -1.796 -3.089 -0.677
S -1.387 -1.081 -1.893 0.476
H 2.938 -2.644 -3.677 0.109
H 1.994 -3.326 -5.865 0.080
H -0.442 -3.018 -6.277 0.084
H -1.875 -2.047 -4.517 0.079
C -2.011 3.242 -1.484 -0.143
O -0.729 3.645 -0.999 -0.343
P 0.442 2.527 -1.234 0.828
O 0.710 2.676 -2.823 -0.313
C 0.641 1.510 -3.672 -0.116
O 1.617 3.498 -0.640 -0.341
C 2.899 2.858 -0.555 -0.132
H -2.111 3.499 -2.540 0.081
H -2.764 3.779 -0.909 0.076
H -2.165 2.164 -1.376 0.062
H 1.607 1.010 -3.703 0.079
H 0.365 1.864 -4.664 0.081
H -0.108 0.806 -3.311 0.020
H 3.214 2.833 0.490 0.078
H 3.610 3.445 -1.136 0.080
H 2.879 1.832 -0.933 0.055
```

Properties
frontier orbital gap = 5.301 eV
lowest unoccupied orbital energy = 2.07 eV
charge = -1
E_HOMO = -3.2 eV


Record 2
The following is a DFT calculation (the ωB97M-V functional and the def2-TZVPD basis) of a molecular structure, C30H22N8O3ReS2.

XYZ file:
```
66
Properties=species:S:1:pos:R:3:lowdin_charge:R:1
Re 0.396 0.102 -0.172 1.081
N 2.212 -1.229 3.583 0.107
C 1.462 -1.058 2.484 -0.837
S 0.866 0.545 2.119 0.648
N 1.154 -2.099 1.769 0.016
N 0.393 -1.793 0.671 -0.182
C -0.258 -2.798 0.140 -0.186
C -0.198 -4.193 0.627 -0.193
C 0.994 -4.909 0.555 -0.027
C 1.038 -6.226 0.977 -0.066
C -0.103 -6.837 1.483 -0.075
C -1.290 -6.126 1.564 -0.070
C -1.339 -4.807 1.134 -0.041
C -1.070 -2.383 -0.964 -0.194
C -1.920 -3.220 -1.698 0.015
C -2.695 -2.683 -2.694 -0.037
C -2.620 -1.308 -2.945 -0.037
C -1.755 -0.541 -2.210 -0.119
N -0.972 -1.060 -1.236 -0.080
H 2.484 -0.445 4.145 0.093
H 2.518 -2.155 3.831 0.114
H 1.884 -4.423 0.176 0.117
H 1.966 -6.779 0.916 0.108
H -0.065 -7.865 1.815 0.107
H -2.179 -6.595 1.964 0.107
H -2.266 -4.250 1.204 0.118
H -1.945 -4.274 -1.461 0.122
H -3.357 -3.311 -3.274 0.117
H -3.221 -0.843 -3.712 0.114
H -1.643 0.519 -2.387 0.114
O -3.505 6.507 1.449 0.112
N -3.740 5.406 1.010 -0.340
O -4.845 4.952 0.793 0.094
C -2.583 4.551 0.670 -0.058
C -1.465 5.190 0.276 0.087
C -0.310 4.449 -0.128 -0.112
C 0.884 5.045 -0.558 0.029
C 1.933 4.238 -0.925 -0.003
C 1.788 2.851 -0.861 -0.086
N 0.670 2.269 -0.454 -0.045
C -0.369 3.055 -0.095 -0.138
C -1.555 2.389 0.346 -0.133
N -1.489 1.036 0.373 -0.069
C -2.532 0.371 0.847 -0.089
C -3.690 1.010 1.285 0.001
C -3.783 2.379 1.232 0.037
C -2.687 3.114 0.747 -0.047
H -1.448 6.271 0.262 0.141
H 0.968 6.124 -0.593 0.132
H 2.872 4.656 -1.258 0.121
H 2.597 2.185 -1.130 0.089
H -2.437 -0.706 0.893 0.121
H -4.508 0.417 1.666 0.122
H -4.679 2.881 1.558 0.117
O 0.776 0.458 -2.279 -0.308
N 1.745 -0.248 -2.887 -0.172
C 1.637 -0.416 -4.222 -0.006
C 2.627 -1.044 -4.923 -0.040
C 3.751 -1.505 -4.228 -0.045
C 3.828 -1.334 -2.869 -0.066
C 2.791 -0.699 -2.170 -0.611
S 2.756 -0.478 -0.468 0.725
H 0.735 -0.009 -4.652 0.141
H 2.526 -1.170 -5.990 0.115
H 4.553 -2.002 -4.758 0.118
H 4.674 -1.690 -2.299 0.114
```

Properties
relative energy (zero: lowest compared OMol25 entry of this formula, charge and spin) = 0.0 kJ/mol
frontier orbital gap (alpha / beta) = 6.046 / 6.045 eV
lowest unoccupied orbital energy (alpha / beta) = -3.55 / -3.55 eV
charge = +1
E_HOMO (alpha / beta) = -9.6 / -9.6 eV


Record 3
The following is a DFT calculation (the ωB97M-V functional and the def2-TZVPD basis) of 8 unconnected molecules or ions with the total composition C42H104N2O26P6 at a distorted geometry.

XYZ file:
```
180
Properties=species:S:1:pos:R:3:lowdin_charge:R:1
C 21.446 -9.025 -4.927 -0.082
C 21.303 -9.909 -3.747 -0.355
O 22.239 -9.787 -2.727 -0.179
P 23.830 -10.159 -3.076 0.546
O 24.465 -9.341 -4.145 -0.236
O 23.745 -11.753 -3.381 -0.181
C 24.700 -12.424 -4.153 -0.307
C 25.632 -13.304 -3.336 -0.077
O 24.565 -10.073 -1.612 -0.180
C 24.100 -10.881 -0.478 -0.261
C 24.106 -10.126 0.818 -0.076
H 21.460 -8.015 -4.515 0.094
H 22.343 -9.379 -5.435 0.070
H 20.544 -9.170 -5.521 0.086
H 20.311 -9.689 -3.351 0.121
H 21.313 -10.957 -4.047 0.113
H 24.297 -13.033 -4.962 0.120
H 25.331 -11.729 -4.708 0.110
H 26.133 -12.640 -2.632 0.079
H 24.988 -14.072 -2.908 0.070
H 26.376 -13.824 -3.941 0.082
H 23.134 -11.354 -0.655 0.113
H 24.748 -11.744 -0.325 0.098
H 23.774 -9.089 0.766 0.084
H 23.375 -10.558 1.503 0.080
H 25.102 -10.044 1.253 0.074
C 28.165 -5.736 7.160 -0.040
C 28.272 -6.129 5.648 -0.233
O 27.185 -6.941 5.248 -0.215
P 27.299 -8.531 5.099 0.556
O 27.679 -9.207 6.384 -0.236
O 25.828 -8.957 4.432 -0.177
C 25.161 -10.065 5.037 -0.296
C 25.615 -11.409 4.565 -0.060
O 28.366 -8.591 3.848 -0.195
C 29.173 -9.702 3.526 -0.280
C 30.609 -9.265 3.361 -0.048
H 27.696 -6.539 7.729 0.077
H 29.189 -5.603 7.509 0.059
H 27.477 -4.902 7.298 0.058
H 28.233 -5.205 5.071 0.092
H 29.167 -6.714 5.433 0.105
H 25.224 -10.037 6.125 0.113
H 24.114 -9.905 4.779 0.120
H 25.345 -11.532 3.516 0.071
H 26.696 -11.503 4.663 0.061
H 25.144 -12.235 5.098 0.069
H 29.052 -10.447 4.312 0.095
H 28.742 -10.068 2.595 0.121
H 30.848 -8.759 4.296 0.076
H 31.214 -10.163 3.238 0.052
H 30.657 -8.515 2.572 0.081
C 29.666 -10.908 8.652 -0.071
C 30.463 -9.803 8.017 -0.290
O 31.494 -9.535 8.957 -0.198
P 32.616 -8.329 8.636 0.581
O 32.033 -7.021 8.111 -0.248
O 33.516 -8.296 9.960 -0.169
C 34.324 -9.357 10.326 -0.322
C 34.500 -9.386 11.812 -0.067
O 33.623 -9.064 7.580 -0.210
C 34.664 -8.246 7.009 -0.249
C 34.145 -7.508 5.785 -0.085
H 29.314 -10.678 9.658 0.085
H 28.845 -11.305 8.053 0.060
H 30.325 -11.766 8.781 0.074
H 30.816 -10.042 7.014 0.109
H 29.834 -8.914 7.969 0.101
H 33.734 -10.261 10.174 0.111
H 35.169 -9.492 9.651 0.126
H 35.226 -10.110 12.181 0.082
H 34.935 -8.414 12.046 0.078
H 33.607 -9.504 12.426 0.087
H 35.146 -7.537 7.683 0.121
H 35.378 -8.961 6.600 0.119
H 34.816 -6.750 5.379 0.081
H 33.942 -8.143 4.922 0.070
H 33.252 -6.893 5.891 0.038
C 26.964 -18.607 4.590 -0.080
C 27.321 -18.433 6.041 -0.274
O 27.688 -17.082 6.310 -0.183
P 26.579 -15.995 6.774 0.484
O 26.066 -16.175 8.125 -0.200
O 27.387 -14.589 6.595 -0.179
C 27.925 -14.308 5.340 -0.276
C 28.982 -13.219 5.695 -0.048
O 25.579 -15.891 5.489 -0.183
C 24.411 -15.222 5.772 -0.341
C 23.600 -15.120 4.511 -0.059
H 25.938 -18.328 4.351 0.071
H 27.622 -17.954 4.016 0.076
H 27.220 -19.565 4.137 0.077
H 26.459 -18.778 6.612 0.115
H 28.096 -19.099 6.422 0.122
H 28.379 -15.189 4.886 0.115
H 27.192 -13.861 4.669 0.094
H 29.553 -13.005 4.791 0.065
H 28.517 -12.273 5.974 0.049
H 29.602 -13.571 6.519 0.084
H 23.802 -15.587 6.599 0.129
H 24.709 -14.204 6.024 0.100
H 23.327 -16.135 4.222 0.082
H 22.715 -14.526 4.744 0.086
H 24.161 -14.649 3.703 0.059
C 32.868 -11.860 5.124 -0.063
C 32.870 -13.049 4.110 -0.239
O 32.615 -12.556 2.792 -0.197
P 33.831 -11.707 2.053 0.520
O 34.355 -10.426 2.666 -0.258
O 33.277 -11.499 0.560 -0.147
C 32.056 -10.896 0.349 -0.321
C 31.725 -10.901 -1.141 -0.074
O 34.969 -12.811 1.832 -0.174
C 36.258 -12.601 2.394 -0.268
C 37.138 -11.940 1.319 -0.078
H 32.045 -11.169 4.941 0.046
H 32.669 -12.104 6.168 0.077
H 33.716 -11.198 4.952 0.055
H 33.737 -13.707 4.159 0.113
H 32.038 -13.676 4.433 0.101
H 31.256 -11.383 0.907 0.111
H 31.944 -9.820 0.482 0.116
H 31.752 -11.876 -1.627 0.071
H 30.697 -10.587 -1.325 0.079
H 32.422 -10.266 -1.688 0.079
H 36.333 -11.894 3.220 0.107
H 36.705 -13.543 2.713 0.118
H 37.437 -12.575 0.485 0.069
H 36.592 -11.183 0.756 0.074
H 38.087 -11.518 1.649 0.076
C 28.184 -2.575 8.951 -0.052
C 28.959 -1.947 7.783 -0.281
O 29.027 -2.852 6.700 -0.220
P 30.255 -2.530 5.634 0.532
O 30.224 -1.203 4.969 -0.236
O 31.606 -2.811 6.501 -0.196
C 31.843 -4.064 7.080 -0.278
C 32.264 -3.881 8.615 -0.041
O 30.181 -3.829 4.618 -0.210
C 31.345 -3.977 3.758 -0.249
C 31.657 -5.416 3.364 -0.070
H 28.351 -3.642 9.102 0.074
H 28.255 -1.943 9.836 0.079
H 27.141 -2.366 8.713 0.063
H 28.545 -1.022 7.382 0.123
H 29.962 -1.826 8.194 0.102
H 31.062 -4.818 6.982 0.082
H 32.701 -4.560 6.626 0.100
H 32.787 -4.707 9.098 0.055
H 32.894 -2.992 8.644 0.071
H 31.390 -3.699 9.241 0.060
H 31.230 -3.328 2.890 0.125
H 32.263 -3.766 4.306 0.105
H 30.838 -5.779 2.745 0.072
H 32.481 -5.619 2.680 0.084
H 31.872 -6.066 4.212 0.058
C 27.101 -15.736 -0.660 -0.068
N 27.215 -14.851 0.487 -0.170
C 25.967 -14.664 1.310 -0.028
C 28.282 -13.981 0.649 -0.305
O 28.252 -13.004 1.400 -0.015
H 27.994 -15.983 -1.235 0.091
H 26.347 -15.361 -1.352 0.065
H 26.729 -16.687 -0.279 0.083
H 25.220 -14.045 0.813 0.074
H 25.463 -15.609 1.511 0.083
H 26.139 -14.087 2.218 0.062
H 29.048 -14.244 -0.096 0.131
C 26.102 -3.260 3.986 -0.048
N 25.497 -3.595 5.293 -0.180
C 24.599 -4.780 5.292 -0.027
C 25.296 -2.535 6.119 -0.353
O 24.524 -2.585 7.066 -0.005
H 26.446 -4.207 3.569 0.084
H 27.032 -2.693 4.032 0.080
H 25.299 -2.715 3.490 0.093
H 23.848 -4.695 4.506 0.085
H 25.175 -5.662 5.013 0.062
H 24.119 -4.947 6.256 0.089
H 25.922 -1.654 5.909 0.137
```

Properties
relative energy (zero: lowest compared OMol25 entry of this formula, charge and spin) = 0.0 kJ/mol
frontier orbital gap = 9.061 eV
lowest unoccupied orbital energy = 0.19 eV
SMILES = CCOP(=O)(OCC)OCC.CCOP(=O)(OCC)OCC.CCOP(=O)(OCC)OCC.CCOP(=O)(OCC)OCC.CCOP(=O)(OCC)OCC.CCOP(=O)(OCC)OCC.CN(C)C=O.CN(C)C=O
E_HOMO = -8.9 eV


Record 4
The following is a DFT calculation (the ωB97M-V functional and the def2-TZVPD basis) of 2 unconnected molecules or ions with the total composition CBrClFNO2 at a distorted geometry.

XYZ file:
```
7
Properties=species:S:1:pos:R:3:lowdin_charge:R:1
C -0.681 -0.842 0.570 -1.089
N 0.507 0.721 -0.348 -0.345
O 1.617 0.399 -0.162 0.046
O -0.089 1.640 -0.713 0.121
F -1.417 -1.228 -0.497 -0.061
Cl 0.624 -1.898 1.131 0.654
Br -1.819 0.051 1.904 0.673
```

Properties
relative energy (zero: lowest compared OMol25 entry of this formula, charge and spin) = 156.3 kJ/mol
frontier orbital gap (alpha / beta) = 8.645 / 8.649 eV
lowest unoccupied orbital energy (alpha / beta) = -0.85 / -0.85 eV
E_HOMO (alpha / beta) = -9.5 / -9.5 eV


Record 5
The following is a DFT calculation (the ωB97M-V functional and the def2-TZVPD basis) of 4 unconnected molecules or ions with the total composition C24H34BNO8 at a distorted geometry.

XYZ file:
```
68
Properties=species:S:1:pos:R:3:lowdin_charge:R:1
C 4.829 -2.924 3.979 0.013
C 5.902 -3.328 2.985 -0.439
O 7.046 -3.460 3.368 0.115
N 5.621 -3.523 1.567 0.129
B 4.306 -4.081 1.297 -0.171
C 3.338 -3.661 0.125 -0.088
C 2.428 -2.517 0.516 -0.241
C 2.762 -1.209 0.275 -0.061
C 1.926 -0.175 0.599 -0.073
C 0.714 -0.439 1.178 -0.063
C 0.349 -1.734 1.448 -0.259
C -0.980 -2.089 2.088 -0.055
C 1.212 -2.746 1.109 -0.017
C 5.953 -2.384 0.765 -0.443
C 6.153 -1.010 1.402 0.015
O 6.120 -2.497 -0.434 0.094
H 3.911 -3.511 3.918 0.079
H 4.601 -1.860 3.889 0.089
H 5.250 -3.097 4.968 0.089
H 3.948 -4.964 2.017 0.099
H 3.837 -3.445 -0.822 0.106
H 2.695 -4.525 -0.081 0.103
H 3.707 -0.976 -0.210 0.112
H 2.212 0.851 0.404 0.107
H 0.057 0.388 1.399 0.105
H -1.749 -2.239 1.337 0.064
H -0.831 -3.037 2.614 0.074
H -1.307 -1.329 2.793 0.080
H 0.895 -3.768 1.307 0.126
H 7.106 -1.066 1.942 0.095
H 5.335 -0.738 2.067 0.077
H 6.313 -0.282 0.613 0.089
O -2.139 -0.181 0.506 0.093
C -2.125 0.410 -0.539 -0.447
C -3.051 0.197 -1.715 -0.070
C -2.315 0.919 -2.841 -0.136
C -1.563 2.000 -2.084 -0.148
O -1.264 1.422 -0.798 0.024
H -4.006 0.657 -1.496 0.101
H -3.176 -0.861 -1.922 0.125
H -2.968 1.315 -3.616 0.120
H -1.606 0.237 -3.315 0.119
H -2.167 2.896 -1.930 0.123
H -0.634 2.283 -2.577 0.124
O -6.331 1.368 -0.878 0.128
C -6.522 0.203 -0.685 -0.478
C -7.746 -0.429 -0.056 -0.071
C -7.250 -1.833 0.277 -0.153
C -6.193 -2.059 -0.794 -0.144
O -5.640 -0.757 -1.058 -0.013
H -8.552 -0.442 -0.792 0.132
H -8.053 0.120 0.830 0.126
H -8.031 -2.591 0.276 0.116
H -6.783 -1.832 1.263 0.120
H -6.617 -2.450 -1.721 0.128
H -5.401 -2.725 -0.459 0.128
O -1.540 5.240 -3.347 0.117
C -0.528 5.587 -2.813 -0.495
C -0.399 6.268 -1.465 -0.073
C 1.029 6.804 -1.508 -0.157
C 1.717 5.802 -2.422 -0.156
O 0.701 5.373 -3.345 0.024
H -0.532 5.521 -0.680 0.131
H -1.133 7.061 -1.361 0.126
H 1.501 6.890 -0.531 0.116
H 1.035 7.793 -1.971 0.118
H 2.082 4.927 -1.878 0.126
H 2.543 6.242 -2.975 0.124
```

Properties
frontier orbital gap = 9.160 eV
lowest unoccupied orbital energy = 0.55 eV
SMILES = CC(=O)N(BCc1cccc(C)c1)C(C)=O.O=C1CCCO1.O=C1CCCO1.O=C1CCCO1
E_HOMO = -8.6 eV